Record 1
{
  "formula": "C4H9NO2",
  "method": "the ωB97M-V functional and the def2-TZVPD basis",
  "elements": ["O", "O", "N", "C", "C", "C", "C", "H", "H", "H", "H", "H", "H", "H", "H", "H"],
  "xyz": [[1.758486, 2.209394, 0.623713], [-1.738598, -0.555511, -2.186641], [0.328044, 0.354412, 0.764401], [-0.700141, -0.327795, 0.046853], [0.779121, 1.608894, 0.316223], [-0.460316, -0.313945, -1.572028], [1.110955, -0.557551, 1.678531], [-0.082305, -1.333962, -1.753239], [-2.406277, -0.530933, -1.493448], [1.842011, 0.213801, 1.980885], [-0.033122, 0.502224, -2.143456], [-0.807011, -1.347834, 0.471524], [1.610474, -1.196367, 0.927003], [-1.658629, 0.190458, 0.191209], [-0.035144, 2.124260, -0.268210], [0.492450, -1.039545, 2.416679]],
  "forces_ev_per_angstrom": [[0.61, -1.17, 0.53], [-0.13, 0.87, 0.77], [0.21, -2.99, 0.54], [-0.18, 0.80, -0.90], [-1.99, 2.58, -0.69], [-2.28, -2.99, 0.04], [1.26, 3.28, -2.06], [1.52, 0.84, 0.14], [-0.41, -0.08, -0.47], [0.16, -1.18, 1.04], [0.69, 0.24, 0.78], [0.12, 0.64, -0.64], [-0.14, -0.36, 0.69], [0.10, 0.26, 0.05], [0.60, -0.66, 0.05], [-0.12, -0.08, 0.13]],
  "max_force_ev_per_a": 4.077,
  "spin_multiplicity": 2,
  "lumo_energy_ev": [-3.939, -8.937],
  "total_charge": 1
}

---

Record 2
{
  "formula": "CH8N2O2",
  "method": "the ωB97M-V functional and the def2-TZVPD basis",
  "elements": ["O", "O", "N", "N", "C", "H", "H", "H", "H", "H", "H", "H", "H"],
  "xyz": [[0.544743, -2.327300, 0.021509], [2.535878, 0.965275, 0.937826], [-1.593862, 0.296573, 0.821333], [-0.313471, 1.062569, -0.959370], [-1.307640, 0.403960, -0.550697], [-0.977082, 0.923600, 1.326837], [2.936183, 1.592586, 0.327318], [1.598116, 1.170335, 0.976842], [-0.320623, -2.701789, -0.147936], [-1.529536, -0.654384, 1.165355], [0.880379, -1.949400, -0.793625], [-2.118820, 0.007839, -1.161682], [-0.334265, 1.210137, -1.963711]],
  "forces_ev_per_angstrom": [[0.11, -0.02, 0.52], [0.34, -0.13, 0.22], [0.35, 0.17, -0.48], [0.13, 0.37, -0.09], [-0.59, 0.23, 0.78], [0.08, -0.34, 0.16], [-0.28, 0.00, 0.04], [-0.04, 0.09, -0.38], [-0.02, -0.07, -0.34], [-0.15, 0.10, 0.09], [-0.15, 0.06, -0.13], [0.22, -0.31, -0.31], [-0.01, -0.15, -0.05]],
  "max_force_ev_per_a": 1.003,
  "lumo_energy_ev": 0.686
}